Below is a 13-piece molecular cluster, C33H92O27S13 overall in a non-equilibrium geometry, with properties calculated with ωB97M-V/def2-TZVPD.

Summary:
2S+1   2
LUMO level (spin up / spin down)   -3.12 / -7.54 eV
Max |F|   0.10062 hartree/bohr
Expectation value of S²   0.7575
Charge   +1

```
165
Properties=species:S:1:pos:R:3:forces:R:3
O -1.568300 0.172664 -0.856465 0.63 -0.99 -0.11
S -0.704860 -0.873176 -0.350615 0.12 1.19 2.65
O -0.106190 -1.819126 -1.280445 -0.33 1.10 0.85
O 0.519880 -0.109216 0.490035 -0.42 -0.32 -0.33
C 0.058060 0.836454 1.523665 -1.13 1.16 -0.56
C 1.003000 1.960024 1.867295 1.22 -0.06 0.17
C -1.516850 -1.717076 1.117605 0.93 0.22 -2.40
H -0.272270 0.415764 2.473395 0.46 -1.11 -0.19
H -0.845640 1.323164 1.156875 -0.18 -0.12 -0.35
H 1.190800 2.742334 1.131895 -0.42 -0.23 -0.42
H 1.989250 1.616454 2.179355 -0.02 -0.24 0.02
H 0.597590 2.463714 2.744815 -0.20 0.00 0.02
H -1.844320 -2.570106 0.523295 -0.79 -0.36 0.70
H -2.268820 -1.027876 1.501855 0.00 -0.35 -0.13
H -0.751440 -2.041266 1.822695 -0.05 0.16 -0.11
O 2.477100 6.677374 -1.706495 -0.45 -2.92 2.39
S 2.471000 5.615954 -0.657095 1.85 2.21 0.79
O 2.442540 6.063454 0.770565 -0.63 -1.85 -3.54
O 1.371890 4.432764 -1.005975 0.82 2.96 4.11
C 1.196170 4.234354 -2.325025 -1.69 -1.94 -3.17
C 0.017880 3.179174 -2.371665 1.58 0.93 -0.67
C 3.962140 4.547864 -0.917685 0.17 0.63 -0.53
H 2.154160 3.922064 -2.740755 -0.02 -0.74 -0.43
H 0.936710 5.096814 -2.938985 -0.26 0.40 0.53
H 0.280570 2.316534 -1.759335 -0.17 -0.04 0.01
H -0.116670 2.884634 -3.412445 -0.25 -0.15 0.04
H -0.891800 3.654124 -2.004235 0.11 -0.11 0.02
H 4.741660 4.652234 -0.163005 -0.48 0.26 0.30
H 4.396890 4.913614 -1.847915 -0.07 0.04 -0.04
H 3.739840 3.490214 -1.059355 -0.41 0.18 0.27
O -3.362100 9.198364 0.959275 0.75 -2.39 0.09
S -2.809190 8.011944 1.617165 2.04 4.75 0.28
O -3.656540 7.001114 2.112555 -0.65 -1.42 0.06
O -1.534210 7.403434 0.756725 -1.48 0.33 0.24
C -1.532050 5.986614 0.538565 -0.99 -1.18 -0.30
C -0.968920 5.259274 1.730715 0.84 0.30 0.28
C -1.796550 8.791784 2.973015 -0.58 -1.54 -0.52
H -0.938390 5.760084 -0.347065 0.40 0.55 0.07
H -2.512110 5.613664 0.241055 -0.34 0.28 0.38
H -1.017070 4.171214 1.686925 -0.02 0.06 -0.48
H -1.397350 5.522024 2.697935 -0.32 0.26 -0.21
H 0.065590 5.602584 1.724655 0.32 -0.41 0.51
H -1.646670 8.018524 3.726485 0.14 -0.05 -0.04
H -2.355730 9.605394 3.435015 0.10 0.05 -0.48
H -0.841640 9.041714 2.510655 -0.25 0.34 0.15
O 4.099190 1.213914 2.857915 2.31 2.77 0.90
S 5.163450 2.166724 3.291295 2.13 -1.09 0.65
O 5.947720 1.843604 4.539225 -2.17 1.01 -3.68
O 6.179330 2.269324 1.904115 -1.39 -0.98 2.11
C 7.561770 2.712574 2.004315 0.57 -0.60 0.55
C 8.621330 1.760074 2.670895 -1.05 -0.13 -0.20
C 4.685440 3.993864 3.354965 -0.31 -1.14 -0.09
H 7.572350 3.664314 2.535515 0.07 0.16 -0.25
H 7.770800 2.809264 0.938925 0.30 0.47 0.19
H 8.166690 1.150904 3.452115 -0.13 0.18 0.05
H 9.425400 2.320574 3.147765 -0.12 0.20 -0.19
H 9.064830 1.054384 1.968465 -0.08 0.18 -0.19
H 4.407630 4.231114 4.381915 -0.35 -0.32 -0.15
H 3.893040 4.109574 2.615505 -0.23 0.00 0.30
H 5.475210 4.695484 3.086455 0.49 -0.70 -0.11
O -3.159630 -2.390106 3.638025 -0.91 0.23 -0.68
S -4.546000 -2.676916 3.313085 -1.76 -0.17 0.96
O -5.325600 -1.836346 2.392415 1.81 -1.28 1.04
O -4.638980 -4.243046 2.946255 -2.04 0.92 1.23
C -3.782530 -4.873696 2.032615 1.89 1.62 -0.79
C -4.492100 -5.176676 0.731555 -0.88 -1.27 0.33
C -5.537800 -2.867256 4.893465 1.47 0.30 -1.92
H -3.236120 -5.627356 2.599645 -0.49 -0.63 -0.47
H -3.031860 -4.093076 1.909245 0.65 -0.35 -0.79
H -3.894850 -5.691956 -0.020705 0.33 0.56 0.22
H -5.016330 -4.309576 0.329765 0.40 0.21 -0.02
H -5.292670 -5.890786 0.924555 -0.23 -0.06 0.26
H -6.576010 -2.957356 4.573925 0.16 -0.07 0.27
H -5.312850 -1.956876 5.449065 -0.21 -0.19 0.12
H -5.083360 -3.766386 5.309575 -0.41 0.20 0.33
O -2.814980 1.180374 -7.309395 0.59 3.48 1.45
S -2.544770 2.545134 -6.749375 0.70 -0.03 -0.27
O -3.430370 3.689094 -6.974515 0.92 -2.13 0.28
O -2.293300 2.390584 -5.085845 1.31 0.45 -3.59
C -3.490440 2.373214 -4.407885 -1.39 -0.66 2.63
C -3.154660 1.726034 -3.046445 -2.02 0.68 -0.37
C -0.739350 3.072224 -7.183315 -3.09 -1.28 1.62
H -4.232680 1.748734 -4.905085 0.01 -0.07 -0.20
H -3.929820 3.360074 -4.262505 0.17 0.16 -0.22
H -2.580500 0.820864 -3.244225 0.20 0.25 0.63
H -4.126630 1.491364 -2.612495 -0.20 -0.78 -0.10
H -2.870810 2.432494 -2.266425 1.22 -0.15 -0.39
H -0.895460 3.234464 -8.249805 0.96 -0.18 0.13
H -0.332510 2.165874 -6.734845 0.90 -0.04 -1.08
H -0.467260 3.905274 -6.535165 -0.31 0.22 -0.50
O 1.241860 -3.591446 2.254475 -0.06 0.11 1.80
S 1.874010 -3.044096 3.448745 1.49 -0.11 -0.13
O 1.155330 -2.468886 4.586085 0.74 -1.43 -1.62
O 3.026770 -4.192326 3.961725 -2.20 2.10 -0.98
C 3.159460 -4.281896 5.376555 -0.72 -0.77 1.21
C 4.038850 -5.454576 5.629755 1.58 -0.88 0.49
C 2.942830 -1.774506 2.775415 -0.39 -0.35 0.22
H 2.186770 -4.448496 5.839385 -0.17 0.00 -0.18
H 3.547790 -3.395536 5.878225 0.25 0.31 -0.53
H 5.037910 -5.266586 5.236535 0.02 -0.01 -0.32
H 3.727340 -6.432156 5.261755 -0.45 0.33 -0.42
H 4.244300 -5.650526 6.682125 -0.38 0.44 0.28
H 3.864640 -1.657326 3.345195 -0.26 0.10 0.01
H 2.298520 -0.896076 2.811985 0.34 0.19 -0.07
H 3.126990 -2.076606 1.744435 0.18 0.13 0.22
C -3.309670 1.317294 3.792395 -0.55 0.85 -0.03
S -3.583190 3.060054 3.168465 -0.93 -0.88 -0.69
O -3.629550 2.964534 1.650045 0.02 0.03 1.55
C -5.417040 3.208614 3.772405 2.46 -0.52 0.15
H -4.184530 0.710884 3.557885 0.05 0.00 -0.17
H -3.197710 1.383534 4.874605 0.11 -0.04 0.02
H -2.422610 0.875724 3.338255 -0.03 0.29 -0.01
H -5.785240 2.193954 3.620725 -0.72 0.56 -0.74
H -5.742310 4.109354 3.251855 -0.54 -0.60 -0.18
H -5.422600 3.359344 4.851915 0.23 0.28 0.01
C -0.121250 -2.927326 -4.835345 0.58 -0.52 -0.53
S 1.014060 -1.592076 -5.500305 -2.86 -0.30 0.51
O 0.171840 -0.889786 -6.608685 1.56 -0.72 1.90
C 1.136680 -0.590366 -3.933695 0.20 0.59 -1.14
H -0.560430 -3.571226 -5.597325 -0.20 0.82 -0.59
H -0.850310 -2.417146 -4.205825 0.10 -0.05 -0.06
H 0.452360 -3.687236 -4.304675 0.45 0.65 0.55
H 1.907860 0.118474 -4.235245 -0.14 0.21 0.49
H 1.471430 -1.175446 -3.077115 0.21 -0.53 -0.52
H 0.167110 -0.164976 -3.674675 -0.15 0.03 -0.47
C 2.274680 -3.662326 -0.822885 -0.32 0.16 -0.60
S 3.557690 -4.376866 -1.870265 -0.29 -2.15 1.60
O 4.324160 -5.201426 -0.865555 0.14 0.62 -1.08
C 2.484400 -5.632246 -2.795415 0.74 0.39 -0.17
H 2.653030 -2.934326 -0.105265 0.53 0.08 -0.43
H 1.811740 -4.414776 -0.184445 -0.14 -0.23 -0.43
H 1.593260 -3.153586 -1.504755 -0.33 -0.13 0.35
H 2.042810 -6.419106 -2.183895 -0.32 0.68 0.56
H 3.100030 -6.228516 -3.468885 0.58 0.49 -0.07
H 1.794460 -5.074526 -3.428675 -0.30 -0.14 0.23
C -2.083410 -5.735086 -3.216525 0.38 -0.01 -0.61
S -0.991280 -5.650986 -1.719235 -2.34 -0.17 -0.11
O -1.847330 -5.002736 -0.655145 1.11 0.03 -0.72
C -1.310280 -7.417646 -1.465145 0.35 -0.37 0.88
H -1.795040 -6.653266 -3.728265 -0.28 -0.08 0.03
H -2.020520 -4.972086 -3.992385 0.43 0.53 0.42
H -3.128930 -5.747406 -2.908565 0.18 -0.30 0.35
H -0.958590 -8.074416 -2.260805 0.19 0.23 0.02
H -2.376500 -7.577306 -1.304595 -0.09 0.32 -0.24
H -0.840830 -7.678736 -0.516695 0.23 -0.05 -0.08
C -5.237960 -3.791896 -3.284885 0.26 0.24 0.28
S -5.547270 -2.072436 -2.716035 -1.02 -0.39 1.19
O -6.910280 -2.232546 -2.004315 2.72 0.25 -0.98
C -4.143770 -1.970136 -1.440075 -0.67 0.08 -0.13
H -5.012230 -4.296366 -2.345395 -0.86 -0.52 -0.09
H -4.408750 -4.069666 -3.935545 0.25 0.92 -0.21
H -6.152410 -4.014786 -3.834615 -0.08 -0.43 0.58
H -3.496450 -1.123186 -1.667565 -0.25 0.09 -0.18
H -3.518500 -2.853366 -1.309475 -0.21 -0.36 -0.40
H -4.632730 -1.789136 -0.482865 -0.19 0.14 -0.02
C 5.626950 -0.763076 -1.566575 0.75 -0.03 0.20
S 4.535480 0.448184 -2.442995 -0.81 -2.32 1.34
O 3.940990 -0.399396 -3.562085 0.29 1.06 0.78
C 3.168200 0.532224 -1.089695 0.59 0.16 -0.35
H 6.504970 -1.011426 -2.162825 -0.11 0.51 -0.54
H 5.225920 -1.754636 -1.356625 -0.94 0.28 -0.17
H 6.044370 -0.400296 -0.627295 -0.34 0.51 0.05
H 2.670200 -0.428596 -0.959605 -0.09 -0.04 -0.70
H 2.500690 1.348564 -1.365595 -0.27 -0.31 -0.42
H 3.429820 0.778534 -0.060625 1.02 0.17 -0.08
```
Forces are in eV/Å.